(1)
This record from OMol25 describes C17H44CuN3O8 as an isolated structure in a non-equilibrium geometry. The level of theory is ωB97M-V/def2-TZVPD.

```
73
Properties=species:S:1:pos:R:3:forces:R:3
Cu -3.67011 -1.49639 -1.86819 1.89 0.98 0.13
O -0.76816 -2.30358 1.43636 -0.52 -0.55 1.24
C -1.22992 -1.50040 0.54201 0.68 -1.12 -1.62
O -0.56413 -0.54323 0.17588 -0.55 1.70 -0.53
O -2.23705 -1.90884 -0.11523 -1.40 0.13 -0.45
H -0.04268 -1.77639 1.77892 1.16 -0.31 0.93
C -0.44739 -5.75680 1.68520 -0.01 0.10 -2.26
C -0.63768 -5.74996 0.09165 1.86 -1.97 3.29
O -1.94678 -5.63870 -0.18449 -3.03 1.35 -1.00
H -0.91556 -4.80481 1.93540 0.30 -0.12 0.91
H 0.61744 -5.83450 1.90475 -0.07 0.36 0.31
H -0.96164 -6.62078 2.10615 -0.13 0.25 0.02
H -0.47178 -6.78965 -0.19053 1.29 0.37 -0.75
H -0.03887 -4.92475 -0.29376 0.42 -0.41 -0.57
H -2.18939 -4.75086 0.08841 -0.61 0.10 0.06
C -1.56892 -3.12446 -3.96860 -1.41 0.49 1.56
O -1.97517 -1.74954 -3.51148 -0.98 -2.82 -1.00
C -0.94086 -0.83408 -3.29116 -0.36 0.18 0.04
C -1.66395 0.47900 -3.10767 -0.53 1.32 0.06
N -2.54883 0.53197 -1.88808 0.06 -0.74 -1.45
C -3.35621 1.75752 -1.77365 0.28 0.85 1.20
C -2.47417 3.00412 -1.56695 1.08 0.74 -0.28
O -1.45711 2.85750 -0.58581 -0.52 -0.41 0.29
C -2.00171 2.62919 0.69776 0.19 -0.01 0.63
H -2.50838 -3.67610 -4.00355 -0.13 0.21 -0.36
H -1.06621 -3.62548 -3.14134 0.68 0.24 -0.18
H -1.07864 -3.23942 -4.93531 0.21 0.77 0.18
H -0.31244 -0.82297 -4.18170 0.32 0.31 0.19
H -0.39773 -1.15763 -2.40322 0.45 0.34 0.02
H -2.31068 0.72517 -3.94984 -0.10 -0.60 -0.26
H -0.99510 1.33962 -3.11606 0.50 -0.17 0.43
H -1.89144 0.56847 -1.12218 0.11 -0.31 0.64
H -3.91251 1.61206 -0.84765 -0.37 0.10 -0.13
H -4.07303 1.98467 -2.56275 0.21 -0.56 -0.27
H -2.96882 3.93677 -1.29566 -1.00 -0.29 -0.15
H -1.91232 3.27153 -2.46189 -0.12 -0.26 -0.27
H -2.52249 1.67248 0.73773 0.46 -0.47 0.32
H -2.75698 3.30934 1.09153 -0.19 0.78 -0.75
H -1.18958 2.74524 1.41545 0.08 -0.61 -0.08
C 2.36803 3.48331 -0.59075 -0.23 0.72 -1.50
C 1.95725 2.15258 -1.16810 -0.50 1.29 0.07
C 3.00501 1.60812 -2.19487 -0.10 0.03 0.18
O 2.58666 0.37856 -2.77069 0.06 -1.62 0.11
C 3.54796 -0.70466 -2.79374 0.85 0.60 0.79
N 1.67077 1.35505 0.00967 1.32 -2.12 -1.16
H 2.42616 4.18026 -1.42681 0.95 0.29 -0.04
H 3.28804 3.31322 -0.03153 -0.09 0.62 0.05
H 1.56225 3.96064 -0.03312 0.09 -0.53 0.62
H 1.06899 2.28903 -1.78492 -0.41 0.05 -0.10
H 4.04000 1.57677 -1.85440 -0.01 -0.36 0.64
H 3.06456 2.30916 -3.02741 -0.32 0.44 0.10
H 4.33692 -0.60439 -3.53912 -0.28 0.41 -0.47
H 3.16382 -1.71995 -2.89236 -0.95 0.43 -0.26
H 4.10854 -0.74747 -1.85992 -0.10 0.23 0.38
H 1.76288 0.44684 -0.42250 -0.03 -1.09 0.72
H 0.75025 1.32621 0.42431 -0.36 0.90 -0.55
C 2.85448 0.69011 4.45651 -0.81 0.51 -0.05
C 1.60009 0.27111 3.70882 0.03 -0.17 -1.14
C 0.50067 1.38846 3.55157 1.24 -0.06 2.77
O 0.21588 1.92022 4.92775 1.80 -2.31 -2.71
C -0.79085 2.86333 4.98052 0.68 0.67 0.72
N 2.05318 -0.22210 2.38972 -0.23 0.72 -0.85
H 3.40240 1.41749 3.85751 0.29 -0.25 -0.36
H 3.41020 -0.23593 4.60383 0.37 0.47 0.37
H 2.61564 1.27800 5.34276 0.01 -0.68 0.39
H 1.29369 -0.72937 4.01420 -1.09 0.65 1.52
H -0.38274 1.03728 3.01832 -0.38 -0.22 0.30
H 0.92113 2.21434 2.97777 0.21 0.11 -0.19
H -1.53134 2.36534 5.60645 -1.09 0.77 -0.65
H -0.96804 3.28442 3.99089 -1.07 -0.32 -0.07
H -0.37416 3.71474 5.51862 -0.24 0.18 0.39
H 1.25874 -0.14090 1.77136 -0.58 -0.56 -0.24
H 2.59995 0.48487 1.91925 0.76 0.26 0.08
```
Positions in Å, forces in eV/Å.

Properties
Kohn-Sham gap (spin up / spin down) = 0.26274 / 0.12612 Ha
2S+1 = 2
net charge = +1
E_LUMO (spin up / spin down) = -0.1639 / -0.2917 Eh
⟨S²⟩ = 0.7576
HOMO energy (spin up / spin down) = -11.6 / -11.4 eV

=====

(2)
This record from OMol25 describes C17H44F5N10NbO22PS as an isolated structure in a non-equilibrium geometry. The level of theory is ωB97M-V/def2-TZVPD.

```
101
Properties=species:S:1:pos:R:3:forces:R:3
C 4.16438 -5.09707 -1.37196 -0.40 0.48 -0.32
C 2.67595 -5.17510 -1.62219 2.20 1.16 -0.23
O 2.05486 -6.03751 -1.11959 -2.21 -2.54 1.31
O 2.14287 -4.24283 -2.38830 0.00 1.22 -0.25
C 0.76571 -3.95293 -2.09701 -0.87 -0.13 0.30
C 0.47497 -3.39704 -0.70156 -0.14 0.81 0.06
C 0.50031 -1.84195 -0.55219 0.48 -0.15 -0.75
Nb 2.44114 -0.77684 -0.98531 -1.68 0.13 0.37
P 1.91397 -0.86628 -3.52793 -0.31 -0.93 -0.73
S 2.44589 0.78505 -4.46786 0.17 0.16 0.13
C 4.36854 0.51849 -1.26386 -0.45 -0.82 -0.42
F 4.10177 1.75650 -1.72547 0.02 1.00 -0.48
F 4.92319 0.71606 -0.03180 0.41 0.07 0.72
C 5.50059 -0.07922 -2.15944 -0.05 1.27 1.64
F 5.16394 -1.17371 -2.77413 -0.88 -1.58 -1.18
F 6.55907 -0.38384 -1.42143 1.14 -0.53 0.93
F 5.93537 0.78225 -3.04618 0.33 1.13 -1.48
H 4.47305 -4.07177 -1.20323 0.12 0.18 -0.38
H 4.67450 -5.55077 -2.21814 0.31 0.05 0.02
H 4.34036 -5.63505 -0.45262 0.15 -0.40 0.02
H 0.16032 -4.84141 -2.24713 0.17 -0.31 -0.01
H 0.39978 -3.23080 -2.81674 0.38 0.13 -0.37
H -0.54950 -3.70077 -0.48360 -0.07 -0.23 0.05
H 1.09197 -3.82774 0.08327 0.20 -0.26 -0.15
H 0.25478 -1.61431 0.47835 0.05 0.15 0.26
H -0.32091 -1.41126 -1.13592 -0.04 -0.02 -0.15
H 3.45853 -2.28200 -1.02293 0.66 0.24 0.77
H 2.76601 -0.77694 0.81156 0.06 -0.58 -0.38
H 1.56781 0.81953 -0.69145 0.55 0.16 0.71
H 0.50501 -1.03653 -3.67132 0.28 -0.32 -0.09
H 2.43724 -2.03948 -4.14499 -0.40 0.12 -0.06
C 1.41033 0.51886 4.34406 0.19 0.03 0.04
N 0.38923 0.09378 3.35038 0.06 -0.05 -0.11
O 0.75948 -0.59582 2.43085 -0.30 0.09 0.36
O -0.75605 0.47757 3.53728 0.08 -0.05 0.01
H 2.36881 0.10809 4.04706 -0.05 -0.01 -0.10
H 1.43298 1.60512 4.33902 -0.08 0.00 0.02
H 1.10141 0.13623 5.31319 -0.09 0.08 -0.01
C -3.57917 -5.85037 -3.77967 -0.07 -0.13 0.12
N -2.67183 -4.73466 -3.39148 0.05 0.05 0.06
O -2.37595 -4.63313 -2.21768 -0.09 0.03 -0.19
O -2.29164 -4.00546 -4.28440 -0.04 -0.09 0.14
H -3.83442 -6.41350 -2.88941 0.05 0.06 0.03
H -4.46360 -5.40964 -4.22994 0.07 0.02 -0.09
H -3.04610 -6.47054 -4.49423 -0.02 0.08 -0.07
C -3.80200 0.78553 5.16756 0.06 -0.45 -0.37
N -4.12605 0.29108 6.53181 0.03 0.05 -0.04
O -3.24145 -0.23586 7.17257 -0.21 0.04 -0.01
O -5.27198 0.45373 6.91847 0.17 0.02 0.02
H -2.75932 0.58302 4.95506 0.02 0.04 0.06
H -4.44436 0.26066 4.46452 -0.09 0.00 0.11
H -3.99853 1.84558 5.15539 -0.15 0.04 -0.07
C -2.86755 4.43866 7.96179 -0.04 -0.04 0.08
N -2.10658 3.85022 6.82548 -0.15 -0.10 0.18
O -2.49078 2.77993 6.39229 0.41 0.52 0.13
O -1.15648 4.48120 6.41037 -0.08 -0.14 0.00
H -3.67743 3.76773 8.22120 0.03 -0.04 -0.06
H -2.17776 4.55494 8.79281 0.06 0.08 -0.07
H -3.25024 5.40019 7.63410 0.09 0.04 0.03
C 5.12864 3.85826 -5.96030 0.22 0.09 -0.13
N 3.91100 3.52521 -6.75083 0.12 0.04 0.04
O 3.88077 3.86867 -7.92833 0.01 -0.12 0.13
O 3.04232 2.93396 -6.16454 -0.08 0.34 -0.41
H 5.82645 4.38379 -6.60279 -0.07 -0.01 -0.05
H 4.81593 4.48235 -5.12870 -0.04 -0.13 0.07
H 5.55029 2.92196 -5.60410 -0.13 0.00 0.13
C 4.74752 2.31128 -10.61637 -0.16 -0.12 0.06
N 5.49972 1.73427 -11.76653 -0.06 -0.03 0.02
O 5.09820 0.69006 -12.24090 0.12 0.15 0.00
O 6.47148 2.35491 -12.15426 -0.11 -0.11 0.01
H 3.91541 1.65840 -10.38186 0.04 -0.04 -0.04
H 5.43266 2.38106 -9.77800 0.02 0.12 -0.04
H 4.39753 3.29468 -10.91359 0.12 0.05 0.05
C 1.41308 5.49924 4.60781 -0.19 -0.12 0.07
N 2.19446 4.89963 3.49057 0.02 -0.01 -0.02
O 1.83418 3.81908 3.06995 0.13 0.12 0.05
O 3.14322 5.54002 3.08251 -0.14 -0.12 0.03
H 0.60374 4.82791 4.86735 0.03 -0.04 -0.06
H 2.09308 5.63144 5.44446 0.04 0.10 -0.06
H 1.02864 6.45471 4.26335 0.12 0.04 0.01
C 2.54508 -8.71915 -2.90973 -0.14 -0.06 0.06
N 3.12404 -9.40602 -4.09845 -0.07 -0.06 0.04
O 2.60901 -10.44981 -4.45676 0.13 0.14 -0.02
O 4.07615 -8.87410 -4.63097 -0.10 -0.11 0.02
H 1.71061 -9.30574 -2.54461 0.02 -0.04 -0.06
H 3.32614 -8.64596 -2.15947 0.03 0.14 -0.06
H 2.21756 -7.73311 -3.22352 0.12 0.05 0.05
C -6.76219 4.11262 6.02872 0.04 -0.05 0.23
N -5.94490 5.26744 6.49849 -0.07 -0.10 0.01
O -5.71980 5.35810 7.69255 -0.07 0.08 -0.18
O -5.55119 6.04617 5.65403 0.03 -0.06 0.16
H -7.03803 3.50952 6.88541 0.04 0.04 0.02
H -7.63970 4.51335 5.53778 0.08 0.04 -0.11
H -6.15304 3.54255 5.33333 -0.04 0.07 -0.08
C -11.00993 3.62823 3.59787 0.12 0.09 -0.14
N -10.42747 2.94659 4.78798 0.05 -0.03 -0.01
O -9.21538 2.96276 4.91003 -0.31 -0.06 0.00
O -11.20546 2.42122 5.55354 0.14 0.06 -0.07
H -10.20219 4.04726 3.00905 0.04 -0.04 0.06
H -11.55865 2.88194 3.03140 -0.08 0.01 0.08
H -11.67341 4.40736 3.96113 -0.07 -0.09 0.03
```
Positions in Å, forces in eV/Å.

Properties
Kohn-Sham gap = 0.19105 Ha
net charge = -1
E_LUMO = 0.0245 Eh
HOMO energy = -4.5 eV